(w)
15
Properties=species:S:1:pos:R:3:lowdin_charge:R:1 method="wB97M-V/def2-TZVPD" homo_lumo_gap_ev=8.503 homo_energy_ev=-8.125 e_lumo_ev=0.378 charge=0
O -0.25861 -0.43799 -0.14081 -0.129
O 3.35576 -1.20181 -0.01794 -0.003
N -0.05066 2.00718 0.00112 0.120
C 2.17739 -1.01353 0.18630 -0.219
C -2.43919 -1.41508 -0.28518 0.011
C -1.50107 -0.60537 0.33621 -0.298
C 0.42980 0.81786 -0.01943 -0.475
C 1.71344 0.42919 -0.36559 -0.011
H -1.79457 -1.64264 -1.36139 0.147
H -1.63844 0.07982 1.25990 0.136
H 0.85261 2.64170 0.02485 0.175
H 1.37699 -1.65764 0.59640 0.118
H -3.47144 -1.66514 0.17857 0.078
H -1.17378 2.24155 -0.01537 0.212
H 2.42178 1.42191 -0.37765 0.136

(x)
15
Properties=species:S:1:pos:R:3:lowdin_charge:R:1 method="wB97M-V/def2-TZVPD" homo_lumo_gap_ev="9.720 / 9.716" homo_energy_ev="-9.272 / -9.297" e_lumo_ev="0.448 / 0.419" charge=0
O -0.23729 -2.38234 0.04117 -0.221
O -0.75722 1.52909 -0.11344 0.102
N -0.08178 -0.50003 0.04033 0.076
C 1.05373 0.24431 -0.04449 -0.271
C -1.13336 0.25832 -0.00222 -0.336
C 2.39812 -0.36233 -0.00420 -0.014
C 0.60360 1.52537 -0.14349 -0.023
C -2.52760 -0.20346 0.08601 0.031
H 3.16307 0.36004 -0.27390 0.082
H 2.59286 -0.74495 0.99690 0.091
H 2.42082 -1.21309 -0.68248 0.087
H -3.00542 0.19236 0.98100 0.095
H -3.10222 0.11681 -0.78158 0.094
H -2.48607 -1.28926 0.13389 0.079
H 1.09875 2.46915 -0.23350 0.127

(y)
15
Properties=species:S:1:pos:R:3:lowdin_charge:R:1 method="wB97M-V/def2-TZVPD" homo_lumo_gap_ev=8.826 homo_energy_ev=-8.025 smiles=COn1cccc1O e_lumo_ev=0.801 charge=0
O -0.01266 2.16732 -0.27369 0.082
O 1.41112 -0.29621 -0.73341 -0.095
N 0.05713 -0.20121 -0.55917 -0.102
C -0.77351 -1.25697 -0.42455 -0.083
C -0.64209 0.95333 -0.22774 -0.340
C -1.88648 0.63138 0.14806 -0.036
C 2.12389 -0.20735 0.50154 -0.056
C -1.99487 -0.78388 0.03357 -0.078
H -0.37377 -2.22987 -0.65919 0.120
H 3.17064 0.02746 0.21292 0.099
H 2.10537 -1.23677 1.01231 0.111
H 1.73297 0.53510 1.18574 0.085
H -2.78539 -1.45801 0.21909 0.080
H 0.49902 2.10680 -1.07008 0.100
H -2.63137 1.24888 0.63460 0.113

(z)
15
Properties=species:S:1:pos:R:3:lowdin_charge:R:1 method="wB97M-V/def2-TZVPD" homo_lumo_gap_ev=10.343 homo_energy_ev=-9.530 e_lumo_ev=0.814 charge=0
O 0.39894 -1.68996 -0.07741 0.020
O -1.98020 -0.88618 -0.01377 -0.041
N 0.46831 1.49105 -0.20969 0.070
C -0.05852 0.43673 -0.96079 -0.257
C 1.02646 -0.68070 -0.61434 -0.245
C -1.26760 0.41756 0.04198 -0.209
C -0.12224 0.64842 0.87639 -0.278
C 0.79740 -0.54559 0.86670 -0.031
H -0.34251 0.39829 -2.11977 0.182
H -0.42224 1.18227 1.82224 0.165
H -2.14088 1.16388 -0.29080 0.209
H 1.56635 -0.70293 1.60992 0.151
H 1.49265 1.14965 -0.03996 0.143
H 1.88698 -0.84575 -0.98242 0.095
H -1.30290 -1.53672 0.09171 0.027

Which one sits at the top of the stability order? (y) does.

(w)
18
Properties=species:S:1:pos:R:3:lowdin_charge:R:1 method="wB97M-V/def2-TZVPD" homo_lumo_gap_ev="8.554 / 7.868" homo_energy_ev="-8.488 / -8.055" e_lumo_ev="0.066 / -0.187" charge=0
O 1.07744 -2.23790 -0.49681 0.008
O -0.84867 -1.28869 -1.43620 0.004
N 1.52022 0.34516 0.90201 0.120
N -0.69236 -0.87806 1.27404 0.115
C -0.91660 1.75740 -0.79965 -0.051
C -0.44555 1.04628 0.41028 0.015
C 0.23291 -0.24495 0.44114 -0.701
C 0.40434 -1.06096 -0.85460 -0.428
H 0.59515 -2.57137 0.28208 0.093
H -1.86693 1.30312 -1.10267 0.101
H 2.35296 -0.00590 0.43692 0.082
H -1.43167 -1.52139 -0.69060 0.088
H -1.08952 2.81489 -0.59932 0.081
H -0.75548 -0.48643 2.20935 0.031
H 1.01518 -0.54501 -1.59881 0.155
H -0.53611 1.57961 1.35321 0.118
H 1.62002 0.34427 1.91126 0.081
H -0.23533 1.64993 -1.64164 0.089

(x)
18
Properties=species:S:1:pos:R:3:lowdin_charge:R:1 method="wB97M-V/def2-TZVPD" homo_lumo_gap_ev=10.030 homo_energy_ev=-9.303 smiles="CNC(=O)CNCO" e_lumo_ev=0.727 charge=0
O -0.83102 1.94074 -0.09813 0.042
O 3.40099 0.45522 0.64134 -0.067
N -1.89376 0.16220 -0.95808 0.029
N 1.11169 0.48879 1.25970 -0.053
C -1.97230 -1.28399 -1.16705 -0.075
C 2.05270 0.43658 0.15774 -0.295
C -0.94623 0.72238 -0.17118 -0.495
C -0.18875 -0.08876 0.83773 -0.143
H 3.32935 0.38015 1.58660 0.062
H 2.04324 -0.47378 -0.45411 0.125
H 1.05526 1.43749 1.60387 0.114
H 0.13187 -1.11538 0.63909 0.107
H -2.58589 0.75193 -1.38027 0.140
H 1.89732 1.37583 -0.42284 0.128
H -0.73362 -0.21126 1.78688 0.136
H -2.82315 -1.67506 -0.61587 0.084
H -2.02494 -1.51324 -2.24538 0.087
H -1.02277 -1.78983 -1.00006 0.075

(y)
18
Properties=species:S:1:pos:R:3:lowdin_charge:R:1 method="wB97M-V/def2-TZVPD" homo_lumo_gap_ev=10.469 homo_energy_ev=-9.614 smiles="CC(N)=O.CC(N)=O" e_lumo_ev=0.855 charge=0
O 1.50935 1.20625 -0.26149 -0.034
O -1.39368 -1.21156 -0.14120 -0.062
N -1.37213 1.14612 0.30531 0.137
N 1.31693 -1.05892 0.13340 0.147
C -3.55651 -0.00136 -0.06432 -0.010
C -1.97331 -0.05832 -0.00730 -0.470
C 2.00729 0.08787 -0.00542 -0.560
C 3.54374 -0.04830 0.05217 -0.010
H -3.79186 -0.58902 0.86844 0.100
H -1.97293 1.94606 0.01391 0.109
H 3.77439 -1.07676 -0.31672 0.082
H -0.34727 1.31716 0.04557 0.088
H 3.97260 0.33069 0.93716 0.060
H 0.24448 -1.02732 0.18420 0.070
H -3.96193 1.01594 -0.17400 0.070
H -3.73474 -0.61405 -0.95193 0.074
H 3.89990 0.60580 -0.75897 0.082
H 1.83569 -1.97029 0.14119 0.126

Which one sits at the top of the stability order? (y) does.

(w)
47
Properties=species:S:1:pos:R:3:lowdin_charge:R:1 method="wB97M-V/def2-TZVPD" homo_lumo_gap_ev=7.999 homo_energy_ev=-7.244 smiles=CCCCNc1ncc(-c2ccccn2)c(Nc2ccc(N)cc2)n1 e_lumo_ev=0.756 charge=0
N 0.87571 2.08985 0.10411 0.104
N -3.18114 3.83067 3.57251 0.070
N 0.50090 -0.13120 0.25620 0.211
N 1.41361 3.13094 -2.33035 0.090
N 0.18963 -2.26282 0.57378 0.061
N 0.89306 -1.58513 -1.50498 0.143
C -1.13541 -6.74932 2.26189 -0.128
C -0.09242 -3.65705 0.20505 -0.217
C 1.19679 -0.56843 -2.26857 -0.077
C 1.65789 1.84981 -2.71668 -0.179
C 0.85493 0.87578 -0.50366 -0.279
C 0.56763 -1.30228 -0.27951 -0.466
C 2.60488 2.68883 -4.76800 -0.072
C 1.78137 4.13315 -3.11421 -0.130
C -0.26883 -4.48789 1.43358 -0.216
C -0.14606 2.51197 0.96170 -0.252
C -0.97119 -5.83093 1.06184 -0.270
C -1.23091 2.42674 3.17008 -0.034
C -0.22379 2.00609 2.28039 -0.019
C -2.16536 3.37616 2.75596 -0.362
C -1.07398 3.51283 0.59274 -0.005
C 2.27002 1.62958 -3.94359 -0.023
C -2.06917 3.92987 1.48905 -0.050
C 1.26677 0.73278 -1.80517 -0.078
C 2.35550 3.95186 -4.34329 -0.091
H 0.71879 -4.65703 1.85744 0.114
H -1.55462 -7.73797 2.00463 0.072
H -0.86046 -3.95750 2.18287 0.112
H 0.47774 1.24464 2.59078 0.100
H -2.75679 4.69644 1.21282 0.094
H -0.99997 -3.68166 -0.42867 0.124
H 1.55637 5.15904 -2.82400 0.114
H -1.76406 -6.25715 3.00995 0.070
H -1.02948 3.93279 -0.39250 0.098
H -0.11788 -6.93117 2.67947 0.080
H -0.32332 -1.88272 1.34823 0.129
H 1.09996 2.81941 -0.57176 0.084
H 3.03444 2.50896 -5.75366 0.116
H 2.54683 0.62628 -4.28758 0.110
H -1.94084 -5.60572 0.65510 0.096
H -3.27947 3.47044 4.52368 0.096
H -3.71250 4.67636 3.27474 0.110
H 0.75423 -4.07383 -0.37269 0.127
H 2.54040 4.79846 -4.96233 0.098
H -0.36957 -6.35195 0.31390 0.108
H 1.36140 -0.82898 -3.32435 0.120
H -1.25164 1.93101 4.12306 0.096

(x)
47
Properties=species:S:1:pos:R:3:lowdin_charge:R:1 method="wB97M-V/def2-TZVPD" homo_lumo_gap_ev=8.177 homo_energy_ev=-7.698 e_lumo_ev=0.479 charge=0
N -3.51676 2.72785 2.14970 0.142
N -6.43817 3.55475 1.74697 -0.005
N 5.20601 -2.61975 -5.44633 0.064
N 4.47196 -0.75934 -1.36269 0.194
N -3.00448 1.67595 0.07928 0.202
N 3.23344 -2.79841 -1.30832 0.082
C 2.47264 -2.11701 -0.57994 -0.293
C -0.89892 -0.39106 2.22112 -0.241
C 4.97845 -2.53347 -3.14928 -0.239
C -1.54959 -0.03998 1.18821 -0.030
C -1.40810 0.17356 3.52136 -0.081
C -6.10141 3.34050 0.51063 -0.324
C -3.51726 2.78963 0.81208 -0.232
C 1.26410 -1.47830 1.50728 -0.178
C 1.56235 -2.52547 0.44500 0.121
C 1.83677 -0.17808 1.40764 -0.073
C -2.22919 1.14176 1.14636 -0.192
C -2.55744 1.78883 2.35801 -0.178
C -0.04160 -1.50897 2.15310 -0.157
C -2.30071 0.96120 3.62822 -0.018
C -4.50033 3.74296 -0.03325 0.020
C 4.30050 -1.99064 -1.95047 -0.278
C 3.28155 -1.00614 -0.32440 -0.177
C 2.95734 -0.03925 0.60857 -0.068
C 4.32871 -2.34625 -4.34483 -0.337
H -6.32463 2.37934 0.13059 0.101
H -6.24800 4.66373 2.06974 0.190
H 3.90882 -1.24758 -4.46390 0.175
H 0.55160 -1.78926 3.38226 0.227
H -0.98747 -0.16545 4.23147 0.015
H -6.70471 4.02882 0.00727 0.084
H -4.47580 4.57342 0.25912 -0.044
H 5.42652 -3.59030 -5.34380 0.081
H 3.59314 0.99125 0.62993 0.160
H 6.07037 -1.97029 -2.97582 0.189
H -1.12822 -0.46911 0.16617 0.184
H -4.49241 3.62947 -1.07558 0.082
H 5.87715 -2.07144 -5.41926 -0.039
H 2.88908 -3.83009 -1.76841 0.255
H -0.53059 -2.33892 1.97382 0.066
H -2.79499 1.81454 -0.81320 0.085
H -2.50571 1.61632 4.60181 0.167
H 1.07758 -3.20607 0.29578 -0.043
H 5.45367 -3.46957 -2.95977 0.111
H 1.83337 0.63288 2.22665 0.146
H 3.44549 -2.90100 -4.39477 0.100
H -5.76407 3.15446 2.25588 -0.013

Which one sits at the top of the stability order? (w) does.